A structure of composition C41H53As2N3O2V at a distorted geometry, computed with wB97M-V/def2-TZVPD.

Structure (XYZ):
```
102
C41H53As2N3O2V | OMol25 | wB97M-V/def2-TZVPD
V -0.51 -0.04 -0.39
C 0.79 4.90 0.33
C 0.70 3.97 -0.88
C 1.70 4.38 -1.96
C -0.72 3.89 -1.38
C -1.23 4.86 -2.24
C -2.53 4.81 -2.69
C -3.35 3.77 -2.28
C -2.88 2.78 -1.42
C -3.83 1.71 -0.96
C -4.48 0.99 -2.14
C -4.89 2.29 -0.02
C -1.56 2.85 -0.97
N -1.08 1.87 -0.05
C -1.29 2.20 1.26
O -1.70 3.27 1.70
C -0.95 1.06 2.19
C -0.98 1.09 3.58
C -0.71 -0.08 4.28
C -0.43 -1.25 3.58
C -0.42 -1.21 2.20
N -0.66 -0.07 1.54
C -0.23 -2.39 1.27
O 0.01 -3.51 1.71
N -0.42 -2.04 -0.03
C -0.52 -3.13 -0.95
C -1.80 -3.54 -1.37
C -1.90 -4.58 -2.28
C -0.77 -5.21 -2.78
C 0.47 -4.80 -2.35
C 0.62 -3.76 -1.44
C 2.01 -3.35 -1.03
C 2.83 -2.92 -2.24
C 2.71 -4.47 -0.25
C -3.04 -2.94 -0.76
C -4.30 -3.20 -1.58
C -3.24 -3.48 0.67
H 1.80 4.91 0.74
H 0.09 4.61 1.11
H 0.54 5.92 0.03
H 0.97 2.97 -0.55
H 1.57 5.42 -2.26
H 1.63 3.76 -2.85
H 2.72 4.29 -1.57
H -0.59 5.67 -2.55
H -2.91 5.57 -3.36
H -4.37 3.73 -2.63
H -3.26 0.96 -0.38
H -5.23 0.29 -1.79
H -3.74 0.43 -2.72
H -4.97 1.69 -2.81
H -5.53 3.00 -0.55
H -4.42 2.81 0.81
H -5.52 1.50 0.38
H -1.24 2.02 4.07
H -0.73 -0.08 5.36
H -0.24 -2.19 4.07
H -2.87 -4.91 -2.60
H -0.87 -6.02 -3.49
H 1.36 -5.29 -2.74
H 1.90 -2.49 -0.36
H 2.83 -3.69 -3.02
H 3.87 -2.75 -1.97
H 2.44 -2.00 -2.69
H 2.86 -5.34 -0.89
H 2.12 -4.76 0.61
H 3.69 -4.14 0.09
H -2.90 -1.85 -0.68
H -4.56 -4.26 -1.56
H -4.19 -2.89 -2.61
H -5.14 -2.67 -1.15
H -3.43 -4.55 0.63
H -4.08 -2.99 1.15
H -2.35 -3.33 1.28
C -0.97 1.43 -4.09
As -0.07 0.20 -2.86
C 0.06 -1.34 -4.06
C 1.77 0.92 -2.99
C 2.30 1.27 -4.23
C 3.57 1.81 -4.34
C 4.33 2.01 -3.21
C 3.83 1.66 -1.97
C 2.55 1.12 -1.85
As 1.88 0.52 -0.11
C 2.28 2.01 1.10
C 3.35 -0.62 0.45
H -0.80 2.46 -3.78
H -2.04 1.23 -4.06
H -0.60 1.27 -5.11
H -0.94 -1.55 -4.43
H 0.43 -2.21 -3.53
H 0.72 -1.09 -4.90
H 1.71 1.12 -5.13
H 3.95 2.07 -5.32
H 5.32 2.44 -3.29
H 4.44 1.82 -1.08
H 1.39 2.61 1.30
H 3.05 2.65 0.66
H 2.64 1.59 2.04
H 3.05 -1.23 1.31
H 4.19 0.02 0.74
H 3.65 -1.27 -0.36
```

Output
DFT total energy	-199310.0940	eV
spin multiplicity	2
HOMO-LUMO gap (spin up / spin down)	7.229 / 6.471	eV
LUMO (spin up / spin down)	0.0 / 0.1	eV
HOMO (spin up / spin down)	-7.20 / -6.40	eV
expectation value of S²	0.77
molar mass	820.7	g mol⁻¹
largest force on an atom	1.1	eV/A



A structure of composition C41H54Br2F5KN5O5PS3Te at a distorted geometry, computed with wB97M-V/def2-TZVPD.

Structure (XYZ):
```
118
C41H54Br2F5KN5O5PS3Te | OMol25 | wB97M-V/def2-TZVPD
K -0.76 2.38 -2.60
Br 1.74 7.42 -2.82
C 0.97 6.81 -1.25
C 1.33 7.61 -0.08
C 1.00 7.21 1.17
Br 1.35 8.32 2.62
C 0.45 5.93 1.39
C 0.12 5.39 2.59
C -0.45 4.09 2.65
C -0.58 3.36 1.47
N -0.38 3.86 0.27
C 0.11 5.14 0.17
C 0.35 5.63 -1.20
O 0.06 4.85 -2.16
H 1.92 8.47 -0.17
H 0.38 5.98 3.44
H -0.41 3.48 3.55
H -0.96 2.38 1.57
F 0.36 -1.27 -7.62
Te -0.05 0.01 -6.24
F 0.42 1.17 -7.63
F 1.81 -0.21 -5.73
F -1.77 0.02 -6.90
F -0.57 -1.58 -5.31
O -0.38 1.04 -4.82
N 3.84 2.16 -6.56
H 2.83 2.32 -6.86
H 4.31 3.05 -6.55
H 3.53 1.87 -5.64
O -5.92 1.38 0.45
C -5.46 0.42 0.93
S -7.08 -2.55 4.10
C -5.63 -3.24 3.66
S -4.97 -3.27 2.03
C -3.46 -4.04 2.52
N -3.45 -4.15 3.86
N -4.64 -3.80 4.40
C -4.69 -3.99 5.86
C -3.50 -3.75 6.50
C -3.43 -3.98 7.86
C -4.53 -4.44 8.55
C -5.74 -4.60 7.90
C -5.83 -4.45 6.49
S -2.32 -4.52 1.40
H -2.63 -3.36 6.00
H -2.52 -3.88 8.41
H -4.50 -4.53 9.61
H -6.62 -4.90 8.54
H -6.71 -4.73 5.96
O -2.20 0.17 -1.26
C -1.92 -0.81 -1.87
O -0.70 -1.03 -2.38
C -2.84 -2.01 -1.99
N -2.05 -3.21 -2.14
C -2.84 -4.11 -2.92
C -3.40 -3.18 -4.00
C -3.78 -1.91 -3.24
H -3.50 -2.09 -1.04
H -1.87 -3.51 -1.18
H -0.81 -1.92 -2.82
H -3.58 -4.66 -2.31
H -2.19 -4.93 -3.39
H -4.32 -3.59 -4.43
H -2.66 -3.00 -4.76
H -4.87 -1.93 -2.92
H -3.51 -0.97 -3.73
C 3.19 -2.70 -3.22
C 1.82 -2.96 -2.49
C 1.61 -2.16 -1.17
C 2.22 -0.81 -1.16
C 2.56 -0.30 -2.59
C 3.63 -1.18 -3.22
P 1.27 0.55 -0.33
C 2.54 1.88 -0.02
C 2.59 2.95 -1.15
C 3.48 4.25 -0.83
C 4.54 3.92 0.17
C 5.01 2.48 0.01
C 3.95 1.37 0.38
C 0.99 0.00 1.38
C 2.14 -0.63 2.20
C 1.64 -1.57 3.28
C 0.40 -1.03 3.98
C -0.78 -0.78 2.98
C -0.39 -0.68 1.49
H 2.93 -3.07 -4.26
H 4.09 -3.23 -2.91
H 1.64 -4.00 -2.25
H 1.07 -2.60 -3.20
H 2.11 -2.76 -0.36
H 0.54 -2.15 -1.03
H 3.08 -0.94 -0.54
H 2.91 0.72 -2.52
H 1.65 -0.28 -3.23
H 4.55 -1.11 -2.58
H 3.84 -0.78 -4.22
H 2.17 2.48 0.80
H 1.56 3.21 -1.49
H 3.05 2.53 -2.08
H 2.78 5.04 -0.43
H 3.92 4.71 -1.74
H 4.14 4.00 1.24
H 5.38 4.65 0.18
H 6.02 2.32 0.63
H 5.25 2.30 -1.08
H 4.15 1.19 1.49
H 4.20 0.46 -0.12
H 0.89 0.97 1.81
H 2.69 0.21 2.56
H 2.89 -1.13 1.66
H 2.41 -1.69 4.05
H 1.37 -2.58 2.92
H 0.68 -0.07 4.42
H 0.00 -1.55 4.83
H -1.24 0.13 3.26
H -1.53 -1.61 3.05
H -1.11 -0.06 0.92
H -0.40 -1.68 1.10
```

Output
DFT total energy	-280170.7274	eV
HOMO-LUMO gap	6.522	eV
net charge	-2
energy above the lowest of the compared OMol25 structures with the same formula, charge and spin	16.0	kcal/mol
LUMO	3.4	eV
HOMO	-3.13	eV
molar mass	1245.6	g mol⁻¹
largest force on an atom	4.9	eV/A



A cluster of 6 separate species, C41H54FN5O5 in total at a distorted geometry, computed with wB97M-V/def2-TZVPD.

Structure (XYZ):
```
106
C41H54FN5O5 | OMol25 | wB97M-V/def2-TZVPD
C -3.04 -3.72 1.51
C -3.66 -5.20 1.59
C -2.56 -6.37 1.42
C -2.05 -6.51 -0.12
C -0.69 -5.66 -0.23
C 0.17 -5.96 -1.54
C -0.58 -5.67 -2.93
C -1.57 -4.40 -2.91
C -0.85 -3.04 -2.34
C -0.88 -1.98 -3.54
C -0.60 -0.47 -3.12
C 0.61 -0.01 -2.22
C 1.67 -1.05 -1.63
C 1.14 -1.50 -0.16
O 1.79 -2.19 0.64
F -0.19 -1.09 0.24
C 0.84 1.49 -1.82
C 2.10 1.96 -0.92
O 1.96 1.54 0.45
C 1.62 2.68 1.30
C 1.92 2.18 2.82
O 0.87 1.26 3.17
C 1.42 0.01 3.72
C 0.19 -0.66 4.55
C -0.13 2.62 -2.27
C -1.35 2.18 -3.14
C -1.57 0.68 -3.55
C -2.90 0.43 -4.44
O -2.94 -0.31 -5.44
C -4.18 1.27 -3.93
C -5.59 0.64 -3.83
C -6.77 1.51 -3.29
C -6.52 3.00 -2.90
C -5.12 3.65 -2.99
C -3.96 2.77 -3.50
C -2.43 3.28 -3.61
O -2.11 4.41 -4.05
H -3.08 -3.32 0.42
H -3.63 -2.96 2.13
H -1.94 -3.65 1.84
H -4.40 -5.31 0.72
H -4.14 -5.31 2.61
H -1.66 -6.05 2.08
H -2.93 -7.37 1.84
H -1.91 -7.63 -0.36
H -2.86 -6.06 -0.80
H -0.04 -5.97 0.67
H -0.93 -4.55 -0.06
H 1.17 -5.38 -1.51
H 0.46 -7.07 -1.53
H 0.18 -5.57 -3.78
H -1.21 -6.60 -3.20
H -2.55 -4.63 -2.36
H -1.88 -4.22 -4.01
H -1.53 -2.71 -1.47
H 0.18 -3.26 -1.90
H -1.92 -2.07 -4.03
H -0.14 -2.23 -4.40
H 2.71 -0.60 -1.49
H 1.75 -1.94 -2.35
H 3.08 1.60 -1.40
H 2.15 3.12 -0.98
H 2.31 3.58 1.13
H 0.51 2.97 1.25
H 1.94 3.10 3.50
H 2.96 1.68 2.76
H 1.80 -0.67 2.88
H 2.25 0.33 4.43
H 0.42 -0.43 5.67
H -0.80 -0.16 4.22
H 0.18 -1.79 4.35
H 0.02 3.72 -1.99
H -5.78 -0.46 -4.13
H -7.81 1.07 -3.18
H -7.40 3.62 -2.50
H -4.88 4.72 -2.70
C 3.02 -2.71 6.62
C 2.00 -1.79 7.20
N 1.19 -1.06 7.65
H 2.53 -3.54 6.12
H 3.64 -2.17 5.89
H 3.67 -3.10 7.41
C 5.69 3.35 2.33
C 4.67 4.28 2.91
N 3.86 5.01 3.37
H 5.20 2.52 1.83
H 6.31 3.89 1.60
H 6.34 2.97 3.12
C 8.35 2.77 -0.80
C 7.42 1.90 -0.02
N 6.69 1.21 0.60
H 9.35 2.33 -0.82
H 7.99 2.87 -1.83
H 8.41 3.76 -0.34
C 1.66 4.67 5.83
C 1.34 5.23 7.18
N 1.09 5.68 8.25
H 1.96 3.63 5.92
H 0.78 4.73 5.19
H 2.47 5.24 5.37
C -3.45 7.15 -5.29
C -3.26 8.18 -6.36
N -3.12 8.99 -7.21
H -4.46 6.76 -5.32
H -2.74 6.33 -5.43
H -3.27 7.60 -4.31
```

Output
structure (SMILES)	CCCCCCCCCCc1c(CC(=O)F)c(COCCOCC)cc2c1C(=O)c1ccccc1C2=O.CC#N.CC#N.CC#N.CC#N.CC#N
DFT total energy	-63784.0328	eV
HOMO-LUMO gap	7.836	eV
LUMO	-1.3	eV
HOMO	-9.14	eV
molar mass	715.9	g mol⁻¹
largest force on an atom	5.0	eV/A



A structure of composition C41H55F3N3OP2SiV at a distorted geometry, computed with wB97M-V/def2-TZVPD.

Structure (XYZ):
```
107
C41H55F3N3OP2SiV | OMol25 | wB97M-V/def2-TZVPD
V -0.32 2.58 0.15
C -1.94 1.39 3.51
Si -0.49 0.98 2.31
C 1.15 1.61 3.19
C 1.21 2.03 4.51
C 2.25 2.82 4.98
C 3.35 3.05 4.18
C 3.37 2.56 2.88
C 2.25 1.91 2.37
P 2.04 1.49 0.60
C 3.32 2.38 -0.42
C 3.38 1.76 -1.85
C 3.75 2.82 -2.91
C 4.74 3.82 -2.36
C 4.09 4.66 -1.22
C 2.98 3.88 -0.49
C 2.61 -0.29 0.64
C 4.12 -0.53 0.91
C 4.34 -1.99 1.31
C 3.90 -2.97 0.21
C 2.46 -2.67 -0.17
C 2.21 -1.21 -0.54
C -0.49 -1.00 2.35
C 0.21 -1.66 3.35
C 0.36 -3.04 3.34
C -0.22 -3.80 2.34
C -0.97 -3.16 1.35
C -1.13 -1.78 1.36
P -2.21 -0.91 0.16
C -3.91 -1.33 0.79
C -4.21 -2.61 1.56
C -4.53 -3.81 0.69
C -5.72 -3.49 -0.22
C -5.43 -2.27 -1.05
C -5.05 -1.05 -0.21
C -1.81 -1.56 -1.56
C -1.56 -3.06 -1.91
C -1.46 -3.27 -3.44
C -0.91 -2.01 -4.12
C -1.94 -0.87 -4.01
C -2.69 -0.92 -2.65
H -1.89 1.02 4.52
H -2.10 2.48 3.51
H -2.81 0.91 3.06
H 0.43 1.79 5.19
H 2.19 3.22 5.98
H 4.17 3.61 4.59
H 4.25 2.79 2.27
H 4.32 2.28 0.07
H 4.16 0.97 -1.85
H 2.41 1.30 -2.09
H 4.13 2.35 -3.81
H 2.84 3.32 -3.17
H 5.64 3.30 -2.00
H 5.04 4.52 -3.15
H 4.86 4.97 -0.51
H 3.67 5.57 -1.64
H 2.88 4.25 0.53
H 2.03 3.99 -1.03
H 2.08 -0.65 1.53
H 4.69 -0.33 -0.02
H 4.48 0.11 1.70
H 5.39 -2.17 1.61
H 3.74 -2.18 2.20
H 4.58 -2.80 -0.65
H 4.02 -3.99 0.55
H 2.15 -3.32 -1.01
H 1.82 -2.93 0.67
H 2.79 -0.93 -1.41
H 1.17 -1.07 -0.78
H 0.69 -1.06 4.13
H 0.93 -3.52 4.13
H -0.07 -4.87 2.32
H -1.46 -3.73 0.58
H -4.00 -0.54 1.56
H -3.38 -2.79 2.22
H -5.09 -2.42 2.18
H -3.67 -4.05 0.06
H -4.76 -4.67 1.30
H -5.93 -4.33 -0.87
H -6.59 -3.30 0.41
H -4.65 -2.57 -1.72
H -6.30 -1.99 -1.68
H -4.79 -0.19 -0.84
H -5.92 -0.74 0.38
H -0.82 -1.09 -1.64
H -0.60 -3.40 -1.49
H -2.37 -3.67 -1.54
H -0.81 -4.12 -3.64
H -2.48 -3.46 -3.83
H 0.01 -1.69 -3.65
H -0.67 -2.21 -5.17
H -1.45 0.09 -4.17
H -2.68 -1.02 -4.79
H -2.99 0.08 -2.33
H -3.60 -1.52 -2.76
O -1.44 4.08 1.09
N -1.56 4.42 -0.13
C -2.65 5.07 -0.61
C -3.82 5.20 0.16
N -4.78 5.04 0.77
C -2.57 5.20 -2.04
N -2.50 5.21 -3.18
F 0.23 0.83 -2.58
C -0.35 1.96 -2.01
F -1.63 1.94 -2.60
F 0.27 2.96 -2.79
```

Output
DFT total energy	-110223.2905	eV
spin multiplicity	4
HOMO-LUMO gap (spin up / spin down)	6.831 / 6.573	eV
net charge	-1
energy above the lowest of the compared OMol25 structures with the same formula, charge and spin	7.5	kcal/mol
LUMO (spin up / spin down)	2.5 / 2.3	eV
HOMO (spin up / spin down)	-4.35 / -4.23	eV
expectation value of S²	3.78
molar mass	803.9	g mol⁻¹
largest force on an atom	3.0	eV/A